This record from the Open Molecules 2025 dataset describes C30H44N4OP2SiZr as an isolated structure in a non-equilibrium geometry. The level of theory is ωB97M-V/def2-TZVPD.

Properties
Molar mass: 657.97 g/mol
Total charge: +2
HOMO: -0.5009 hartree
Kohn-Sham gap: 6.15 eV

Each line ends with the Löwdin charge.
Cartesian coordinates (Å):
Zr1 -0.03 1.61 -0.06  1.61
C1 -2.06 1.70 -3.93  -0.13
C2 -1.98 0.40 -3.79  -0.14
C3 -0.77 -0.43 -4.13  -0.15
C4 0.57 0.35 -3.97  -0.14
C5 0.72 1.12 -2.68  -0.16
C6 0.51 2.47 -2.50  -0.15
C7 0.03 3.28 -3.68  -0.15
C8 -1.07 2.63 -4.58  -0.16
C9 0.90 3.23 1.20  -0.23
H1 -3.03 2.20 -3.72  0.13
H2 -2.89 -0.18 -3.51  0.13
H3 -0.82 -0.78 -5.17  0.14
H4 -0.75 -1.36 -3.54  0.09
H5 1.39 -0.38 -4.00  0.13
H6 0.74 0.96 -4.86  0.12
H7 1.29 0.52 -1.95  0.01
H8 1.06 3.06 -1.71  0.11
H9 0.87 3.47 -4.35  0.14
H10 -0.30 4.28 -3.37  0.12
H11 -1.63 3.47 -5.03  0.13
H12 -0.61 2.14 -5.45  0.12
H13 0.09 3.59 1.86  0.02
H14 1.40 4.05 0.69  0.01
H15 1.60 2.69 1.86  0.01
P1 1.54 -0.65 -0.05  1.07
P2 -1.49 -1.76 1.23  1.14
N1 3.09 0.08 -0.77  -0.24
N2 2.43 -1.66 1.02  -0.25
N3 -2.01 -0.16 0.52  -0.17
N4 -3.08 -2.43 1.29  -0.28
C10 0.54 -1.94 -0.95  -0.31
C11 -0.86 -2.37 -0.37  -0.34
C12 3.31 1.47 -0.86  -0.18
C13 4.48 1.70 -1.57  -0.04
C14 4.99 0.42 -1.95  -0.04
C15 4.13 -0.55 -1.44  -0.11
C16 3.44 -1.20 1.90  -0.14
C17 4.29 -2.23 2.24  -0.04
C18 3.77 -3.43 1.63  -0.04
C19 2.61 -3.06 0.96  -0.13
C20 -2.66 0.79 1.28  -0.09
C21 -2.66 2.03 0.67  -0.03
C22 -2.21 1.82 -0.67  -0.18
C23 -1.71 0.45 -0.71  -0.34
C24 -4.03 -2.50 0.28  -0.14
C25 -5.27 -2.77 0.83  -0.05
C26 -5.10 -2.88 2.25  -0.05
C27 -3.75 -2.68 2.51  -0.12
H16 1.10 -2.88 -1.07  0.08
H17 0.41 -1.54 -1.98  0.05
H18 -1.67 -2.29 -1.12  0.07
H19 -0.76 -3.45 -0.13  0.10
H20 2.68 2.19 -0.33  0.07
H21 4.95 2.67 -1.76  0.12
H22 5.90 0.25 -2.49  0.11
H23 4.23 -1.61 -1.34  0.11
H24 3.41 -0.17 2.23  0.12
H25 5.21 -2.15 2.83  0.12
H26 4.21 -4.43 1.67  0.12
H27 1.88 -3.70 0.49  0.10
H28 -2.96 0.59 2.31  0.09
H29 -3.02 2.96 1.15  0.16
H30 -2.32 2.52 -1.51  0.12
H31 -1.49 -0.20 -1.57  0.10
H32 -3.73 -2.43 -0.76  0.10
H33 -6.20 -2.88 0.29  0.11
H34 -5.89 -3.10 2.97  0.11
H35 -3.22 -2.78 3.45  0.11
C28 -1.83 0.46 4.19  -0.17
Si1 -0.07 0.33 3.51  0.29
C29 1.03 1.30 4.71  -0.16
C30 0.39 -1.49 3.84  -0.20
O1 0.13 0.76 1.93  -0.59
H36 -1.92 0.21 5.25  0.06
H37 -2.57 -0.20 3.72  0.00
H38 -2.16 1.50 4.05  0.05
H39 0.87 1.05 5.78  0.05
H40 2.08 1.11 4.49  0.03
H41 0.85 2.38 4.61  0.03
H42 -0.41 -2.17 3.51  -0.03
H43 1.29 -1.76 3.28  0.00
H44 0.57 -1.63 4.92  0.05